A 15-piece molecular cluster, C45H105N15O15 overall. Source: OMol25; level of theory: ωB97M-V/def2-TZVPD.

Each atom is followed by the atoms it is bonded to, with distances in Å.
Cartesian coordinates (Å):
1 C -20.288 -23.997 -6.010  C2 1.502, H6 1.090, H7 1.090, H8 1.090
2 C -20.717 -25.030 -5.008  C1 1.502, O3 1.252, N4 1.329
3 O -19.913 -25.923 -4.658  C2 1.252
4 N -21.996 -25.064 -4.651  C2 1.329, C5 1.470, H9 1.010
5 C -22.563 -26.141 -3.827  N4 1.470, H10 1.090, H11 1.090, H12 1.090
6 H -20.946 -23.129 -5.974  C1 1.090
7 H -20.269 -24.272 -7.065  C1 1.090
8 H -19.253 -23.695 -5.851  C1 1.090
9 H -22.567 -24.354 -5.088  N4 1.010
10 H -23.648 -26.209 -3.907  C5 1.090
11 H -22.269 -25.951 -2.795  C5 1.090
12 H -22.199 -27.081 -4.241  C5 1.090
13 C -9.959 -30.084 -5.873  C14 1.541, H18 1.090, H19 1.090, H20 1.090
14 C -10.666 -28.803 -6.355  C13 1.541, O15 1.215, N16 1.337
15 O -10.624 -27.781 -5.698  C14 1.215
16 N -11.349 -28.904 -7.500  C14 1.337, C17 1.483, H21 1.010
17 C -12.137 -27.800 -8.099  N16 1.483, H22 1.090, H23 1.090, H24 1.090
18 H -10.066 -30.839 -6.652  C13 1.090
19 H -10.372 -30.301 -4.888  C13 1.090
20 H -8.920 -29.781 -5.744  C13 1.090
21 H -11.484 -29.801 -7.945  N16 1.010
22 H -13.184 -28.058 -7.938  C17 1.090
23 H -11.938 -27.650 -9.160  C17 1.090
24 H -11.865 -26.827 -7.692  C17 1.090
25 C -22.874 -22.282 -13.089  C26 1.529, H30 1.090, H31 1.090, H32 1.090
26 C -23.287 -22.870 -11.739  C25 1.529, O27 1.186, N28 1.345
27 O -22.580 -23.603 -11.130  C26 1.186
28 N -24.561 -22.650 -11.369  C26 1.345, C29 1.457, H33 1.010
29 C -25.194 -23.241 -10.198  N28 1.457, H34 1.090, H35 1.090, H36 1.090
30 H -22.598 -23.156 -13.679  C25 1.090
31 H -22.049 -21.573 -13.015  C25 1.090
32 H -23.677 -21.799 -13.646  C25 1.090
33 H -25.253 -22.278 -12.003  N28 1.010
34 H -24.477 -23.695 -9.514  C29 1.090
35 H -25.900 -24.007 -10.520  C29 1.090
36 H -25.693 -22.441 -9.651  C29 1.090
37 C -13.483 -17.107 -13.030  C38 1.525, H42 1.090, H43 1.090, H44 1.090
38 C -12.094 -17.708 -12.840  C37 1.525, O39 1.219, N40 1.301
39 O -11.174 -17.030 -12.416  C38 1.219
40 N -12.001 -18.966 -13.161  C38 1.301, C41 1.429, H45 1.010
41 C -10.888 -19.860 -13.098  N40 1.429, H46 1.090, H47 1.090, H48 1.090
42 H -14.235 -17.825 -12.704  C37 1.090
43 H -13.663 -16.934 -14.091  C37 1.090
44 H -13.691 -16.156 -12.539  C37 1.090
45 H -12.837 -19.383 -13.545  N40 1.010
46 H -11.270 -20.851 -12.848  C41 1.090
47 H -10.006 -19.541 -12.543  C41 1.090
48 H -10.575 -20.010 -14.131  C41 1.090
49 C -7.632 -14.021 -9.789  C50 1.520, H54 1.090, H55 1.090, H56 1.090
50 C -7.267 -15.195 -8.895  C49 1.520, O51 1.270, N52 1.361
51 O -6.627 -15.086 -7.803  C50 1.270
52 N -7.664 -16.424 -9.322  C50 1.361, C53 1.455, H57 1.010
53 C -7.453 -17.619 -8.518  N52 1.455, H58 1.090, H59 1.090, H60 1.090
54 H -6.746 -13.543 -10.207  C49 1.090
55 H -8.221 -13.286 -9.241  C49 1.090
56 H -8.262 -14.371 -10.607  C49 1.090
57 H -8.446 -16.609 -9.934  N52 1.010
58 H -7.138 -18.450 -9.148  C53 1.090
59 H -8.326 -17.935 -7.947  C53 1.090
60 H -6.596 -17.504 -7.854  C53 1.090
61 C -17.082 -21.233 -17.200  C62 1.498, H66 1.090, H67 1.090, H68 1.090
62 C -15.854 -20.398 -17.010  C61 1.498, O63 1.271, N64 1.348
63 O -15.083 -20.570 -16.014  C62 1.271
64 N -15.505 -19.729 -18.128  C62 1.348, C65 1.476, H69 1.010
65 C -14.247 -18.976 -18.303  N64 1.476, H70 1.090, H71 1.090, H72 1.090
66 H -17.899 -20.748 -17.734  C61 1.090
67 H -17.496 -21.483 -16.223  C61 1.090
68 H -16.749 -22.161 -17.666  C61 1.090
69 H -15.964 -20.073 -18.959  N64 1.010
70 H -13.378 -19.634 -18.321  C65 1.090
71 H -14.154 -18.287 -17.464  C65 1.090
72 H -14.204 -18.362 -19.203  C65 1.090
73 C -17.054 -12.963 -14.769  C74 1.555, H78 1.090, H79 1.090, H80 1.090
74 C -18.152 -14.062 -14.698  C73 1.555, O75 1.205, N76 1.316
75 O -19.208 -13.921 -14.134  C74 1.205
76 N -17.922 -15.175 -15.362  C74 1.316, C77 1.460, H81 1.010
77 C -18.750 -16.377 -15.359  N76 1.460, H82 1.090, H83 1.090, H84 1.090
78 H -17.565 -12.012 -14.918  C73 1.090
79 H -16.452 -13.165 -15.654  C73 1.090
80 H -16.466 -12.993 -13.852  C73 1.090
81 H -17.064 -15.205 -15.895  N76 1.010
82 H -18.542 -17.221 -14.702  C77 1.090
83 H -18.665 -16.784 -16.367  C77 1.090
84 H -19.783 -16.108 -15.139  C77 1.090
85 C -23.460 -12.833 -11.496  C86 1.549, H90 1.090, H91 1.090, H92 1.090
86 C -23.834 -14.329 -11.341  C85 1.549, O87 1.217, N88 1.335
87 O -24.848 -14.653 -10.751  C86 1.217
88 N -22.955 -15.220 -11.805  C86 1.335, C89 1.499, H93 1.010
89 C -23.160 -16.704 -11.747  N88 1.499, H94 1.090, H95 1.090, H96 1.090
90 H -22.844 -12.705 -12.386  C85 1.090
91 H -22.862 -12.570 -10.623  C85 1.090
92 H -24.399 -12.280 -11.541  C85 1.090
93 H -22.052 -14.968 -12.182  N88 1.010
94 H -23.928 -17.075 -11.068  C89 1.090
95 H -22.199 -17.144 -11.482  C89 1.090
96 H -23.422 -17.040 -12.751  C89 1.090
97 C -8.956 -22.983 -4.710  C98 1.554, H102 1.090, H103 1.090, H104 1.090
98 C -10.338 -22.521 -4.168  C97 1.554, O99 1.243, N100 1.379
99 O -10.579 -21.342 -3.855  C98 1.243
100 N -11.207 -23.516 -3.774  C98 1.379, C101 1.435, H105 1.010
101 C -12.499 -23.315 -3.183  N100 1.435, H106 1.090, H107 1.090, H108 1.090
102 H -8.592 -22.307 -5.484  C97 1.090
103 H -9.039 -23.985 -5.130  C97 1.090
104 H -8.229 -23.014 -3.898  C97 1.090
105 H -10.954 -24.453 -4.053  N100 1.010
106 H -13.166 -24.005 -3.700  C101 1.090
107 H -12.856 -22.300 -3.359  C101 1.090
108 H -12.508 -23.547 -2.118  C101 1.090
109 C -13.506 -20.980 -8.596  C110 1.504, H114 1.090, H115 1.090, H116 1.090
110 C -14.782 -21.502 -9.197  C109 1.504, O111 1.238, N112 1.345
111 O -14.940 -22.728 -9.261  C110 1.238
112 N -15.700 -20.632 -9.655  C110 1.345, C113 1.429, H117 1.010
113 C -16.971 -20.985 -10.203  N112 1.429, H118 1.090, H119 1.090, H120 1.090
114 H -12.698 -21.506 -9.104  C109 1.090
115 H -13.458 -21.281 -7.549  C109 1.090
116 H -13.380 -19.910 -8.758  C109 1.090
117 H -15.655 -19.689 -9.295  N112 1.010
118 H -17.156 -20.420 -11.117  C113 1.090
119 H -17.805 -20.606 -9.612  C113 1.090
120 H -17.264 -22.018 -10.392  C113 1.090
121 C -24.023 -14.449 -5.952  C122 1.519, H126 1.090, H127 1.090, H128 1.090
122 C -23.234 -15.748 -5.951  C121 1.519, O123 1.278, N124 1.345
123 O -23.225 -16.428 -4.869  C122 1.278
124 N -22.561 -16.137 -7.048  C122 1.345, C125 1.498, H129 1.010
125 C -21.685 -17.349 -6.960  N124 1.498, H130 1.090, H131 1.090, H132 1.090
126 H -24.934 -14.505 -6.548  C121 1.090
127 H -23.561 -13.660 -6.545  C121 1.090
128 H -24.142 -14.033 -4.952  C121 1.090
129 H -22.890 -15.812 -7.946  N124 1.010
130 H -21.570 -17.801 -5.975  C125 1.090
131 H -20.708 -16.973 -7.262  C125 1.090
132 H -21.981 -18.086 -7.707  C125 1.090
133 C -13.804 -17.515 -3.293  C134 1.492, H138 1.090, H139 1.090, H140 1.090
134 C -12.839 -16.449 -3.691  C133 1.492, O135 1.211, N136 1.347
135 O -13.128 -15.293 -3.477  C134 1.211
136 N -11.613 -16.879 -4.047  C134 1.347, C137 1.444, H141 1.010
137 C -10.549 -15.946 -4.338  N136 1.444, H142 1.090, H143 1.090, H144 1.090
138 H -13.636 -18.383 -3.930  C133 1.090
139 H -14.789 -17.059 -3.399  C133 1.090
140 H -13.664 -17.820 -2.256  C133 1.090
141 H -11.365 -17.856 -3.989  N136 1.010
142 H -9.546 -16.360 -4.236  C137 1.090
143 H -10.468 -15.164 -3.583  C137 1.090
144 H -10.684 -15.429 -5.287  C137 1.090
145 C -17.480 -14.361 -9.452  C146 1.554, H150 1.090, H151 1.090, H152 1.090
146 C -16.147 -14.886 -8.849  C145 1.554, O147 1.250, N148 1.333
147 O -16.106 -16.081 -8.487  C146 1.250
148 N -15.145 -14.008 -8.801  C146 1.333, C149 1.452, H153 1.010
149 C -13.821 -14.390 -8.343  N148 1.452, H154 1.090, H155 1.090, H156 1.090
150 H -17.365 -13.410 -9.971  C145 1.090
151 H -18.054 -14.200 -8.539  C145 1.090
152 H -17.979 -15.200 -9.938  C145 1.090
153 H -15.140 -13.068 -9.172  N148 1.010
154 H -13.663 -15.449 -8.545  C149 1.090
155 H -13.638 -14.023 -7.333  C149 1.090
156 H -13.103 -13.921 -9.015  C149 1.090
157 C -15.733 -25.847 -12.879  C158 1.489, H162 1.090, H163 1.090, H164 1.090
158 C -16.540 -26.905 -12.210  C157 1.489, O159 1.239, N160 1.321
159 O -16.925 -27.959 -12.734  C158 1.239
160 N -16.865 -26.631 -10.959  C158 1.321, C161 1.461, H165 1.010
161 C -17.612 -27.496 -10.049  N160 1.461, H166 1.090, H167 1.090, H168 1.090
162 H -16.139 -25.671 -13.875  C157 1.090
163 H -14.725 -26.259 -12.863  C157 1.090
164 H -15.686 -24.888 -12.363  C157 1.090
165 H -16.486 -25.744 -10.661  N160 1.010
166 H -17.133 -27.586 -9.074  C161 1.090
167 H -17.556 -28.506 -10.456  C161 1.090
168 H -18.627 -27.100 -10.018  C161 1.090
169 C -7.809 -25.842 -9.979  C170 1.467, H174 1.090, H175 1.090, H176 1.090
170 C -7.182 -24.540 -9.724  C169 1.467, O171 1.215, N172 1.340
171 O -7.692 -23.510 -10.120  C170 1.215
172 N -6.061 -24.423 -9.000  C170 1.340, C173 1.479, H177 1.010
173 C -5.350 -25.554 -8.365  N172 1.479, H178 1.090, H179 1.090, H180 1.090
174 H -7.939 -26.463 -9.093  C169 1.090
175 H -7.302 -26.437 -10.738  C169 1.090
176 H -8.803 -25.589 -10.349  C169 1.090
177 H -5.648 -23.514 -8.851  N172 1.010
178 H -4.512 -25.229 -7.748  C173 1.090
179 H -4.915 -26.132 -9.181  C173 1.090
180 H -5.956 -26.183 -7.713  C173 1.090

Properties
LUMO energy = -0.289 eV
Kohn-Sham gap = 8.8 eV
total energy = -3727.655365 Eh
ΔE to the lowest compared entry with this formula, charge and spin = 6.958 eV
charge = 0